(1)
Molecular formula: C26H28Cl6GdN2O2
Method: DFT, ωB97M-V/def2-TZVPD

Positions of all 65 atoms, in Å:
Gd (0.293, -0.191, 0.011)
Cl (-1.407, 0.484, 1.825)
N (-1.112, -2.186, 0.410)
N (1.073, 2.049, 0.639)
C (-1.554, -2.752, -0.691)
C (0.722, 3.001, -0.195)
C (-1.348, -3.127, 1.528)
C (-1.569, -4.442, 0.785)
C (-2.595, -2.726, 2.290)
C (-0.150, -3.140, 2.459)
H (-3.482, -2.822, 1.651)
H (-2.505, -1.687, 2.625)
H (-2.709, -3.392, 3.156)
H (0.762, -3.364, 1.897)
H (-0.304, -3.914, 3.218)
H (-0.039, -2.168, 2.956)
C (1.710, 2.682, 1.825)
C (1.678, 4.170, 1.472)
C (3.128, 2.159, 1.981)
C (0.920, 2.430, 3.093)
H (-0.110, 2.780, 2.975)
H (1.394, 2.981, 3.916)
H (0.892, 1.365, 3.347)
H (3.697, 2.339, 1.064)
H (3.123, 1.083, 2.193)
H (3.609, 2.678, 2.820)
O (0.955, 4.240, 0.193)
H (2.674, 4.600, 1.302)
H (1.121, 4.789, 2.185)
O (-1.903, -4.017, -0.603)
H (-2.408, -5.050, 1.141)
H (-0.652, -5.045, 0.720)
C (-1.596, -2.011, -1.999)
C (0.117, 2.749, -1.550)
C (-1.021, 1.767, -1.474)
H (0.931, 2.347, -2.173)
H (-0.184, 3.714, -1.975)
C (-0.795, 0.382, -1.662)
C (-1.858, -0.549, -1.726)
H (0.515, -0.075, -1.763)
C (-3.152, -0.096, -1.454)
C (-3.349, 1.255, -1.180)
C (-4.308, -1.051, -1.402)
C (-2.323, 2.195, -1.197)
H (-4.362, 1.595, -0.945)
C (-2.602, 3.637, -0.893)
H (-3.682, 3.787, -0.784)
H (-2.248, 4.304, -1.688)
H (-2.125, 3.954, 0.045)
H (-4.308, -1.755, -2.242)
H (-5.248, -0.488, -1.429)
H (-4.311, -1.637, -0.471)
H (-2.355, -2.471, -2.642)
H (-0.614, -2.157, -2.480)
Cl (3.528, 2.017, -1.669)
C (3.704, 0.297, -1.735)
C (2.720, -0.521, -1.205)
C (2.890, -1.891, -1.254)
Cl (1.638, -2.891, -0.563)
C (4.013, -2.498, -1.857)
Cl (4.143, -4.199, -1.940)
C (5.016, -1.664, -2.407)
Cl (6.387, -2.353, -3.143)
C (4.862, -0.257, -2.339)
Cl (6.071, 0.760, -2.989)

As for the spin multiplicity: 8. Its HOMO-LUMO gap (spin up / spin down) is 4.0 / 3.4 eV. As for the charge: -1. Its LUMO energy (spin up / spin down) is 2.5 / 2.5 eV. The expectation value of S² is 16.16.

(2)
Molecular formula: C8H4N2O2S2
Method: DFT, ωB97M-V/def2-TZVPD

Positions of all 18 atoms, in Å:
C (0.168, -1.436, -1.749)
C (0.010, -0.820, 3.377)
C (-0.012, -1.164, -3.056)
C (0.003, 0.456, 3.883)
C (0.261, 0.526, 0.118)
C (0.214, -0.148, -1.096)
C (0.092, 0.848, -2.153)
C (0.191, 0.253, 1.479)
N (0.113, -0.915, 2.050)
N (-0.079, 0.251, -3.307)
O (-0.274, 0.710, -4.446)
O (-1.077, 2.809, -0.583)
S (0.133, 1.608, 2.630)
S (0.210, 2.197, -0.822)
H (0.251, -2.401, -1.292)
H (-0.055, -1.718, 3.964)
H (-0.087, -1.815, -3.905)
H (-0.062, 0.760, 4.909)

Its HOMO-LUMO gap (spin up / spin down) is 6.8 / 6.3 eV. As for the charge: 0. Its LUMO energy (spin up / spin down) is -1.8 / -1.8 eV. The calculation puts the energy above the lowest of the compared OMol25 structures with the same formula, charge and spin at 0.0 kcal per mole.

(3)
Molecular formula: C18H18ClNdO
Method: DFT, ωB97M-V/def2-TZVPD

Positions of all 39 atoms, in Å:
C (-3.722, 0.048, 1.574)
C (-3.792, 1.109, 0.623)
C (-3.348, 0.600, -0.628)
H (-4.159, 2.151, 0.755)
C (-2.969, -0.765, -0.442)
C (-3.157, -1.100, 0.946)
H (-2.954, -2.065, 1.413)
H (-4.053, 0.091, 2.611)
H (-3.352, 1.191, -1.561)
H (-2.625, -1.463, -1.215)
C (-0.030, 1.765, 3.262)
C (-1.400, 1.534, 3.526)
C (-1.614, 0.142, 3.627)
H (-2.210, 2.363, 3.563)
C (-0.382, -0.535, 3.359)
C (0.616, 0.484, 3.184)
H (1.690, 0.294, 3.044)
H (0.434, 2.759, 3.161)
H (-2.543, -0.347, 3.878)
H (-0.228, -1.617, 3.354)
Nd (-1.288, 0.727, 1.080)
O (0.268, 0.141, -0.394)
C (0.474, 0.806, -1.609)
C (0.863, -0.446, -2.276)
H (-0.448, 1.233, -2.025)
H (1.290, 1.529, -1.605)
H (0.077, -1.163, -2.527)
H (1.707, -2.249, -3.981)
C (2.541, -1.766, -3.436)
C (2.218, -0.854, -2.378)
C (3.324, -0.268, -1.665)
H (3.098, 0.417, -0.818)
C (4.638, -0.502, -2.066)
H (5.462, -0.012, -1.535)
C (4.920, -1.339, -3.162)
H (5.964, -1.513, -3.476)
C (3.856, -1.957, -3.849)
H (4.065, -2.585, -4.718)
Cl (-3.229, 3.159, 2.405)

As for the spin multiplicity: 4. Its HOMO-LUMO gap (spin up / spin down) is 4.0 / 4.0 eV. As for the charge: 0. Its LUMO energy (spin up / spin down) is -2.9 / -2.9 eV. The expectation value of S² is 3.76.

(4)
Molecular formula: C2H11N2O
Method: DFT, ωB97M-V/def2-TZVPD

Positions of all 16 atoms, in Å:
C (1.117, 0.911, 1.607)
N (0.872, 1.089, 0.159)
H (1.378, 1.934, 2.041)
H (0.194, 0.488, 1.991)
H (1.757, 0.126, 1.809)
H (1.822, 0.977, -0.337)
H (0.270, 1.839, 0.118)
H (0.246, 0.286, -0.240)
N (0.140, -1.182, -1.178)
C (-1.260, -1.085, -0.649)
O (-1.797, 0.249, -0.354)
H (0.628, -2.056, -1.183)
H (0.297, -0.807, -2.107)
H (-1.906, -1.599, -1.346)
H (-1.058, -1.560, 0.321)
H (-2.700, 0.390, -0.654)

Its HOMO-LUMO gap is 11.3 eV. As for the charge: +1. Its LUMO energy is -3.1 eV. The calculation puts the energy above the lowest of the compared OMol25 structures with the same formula, charge and spin at 43.6 kcal per mole.

(5)
Molecular formula: C16H31F3P2Pt
Method: DFT, ωB97M-V/def2-TZVPD

Positions of all 53 atoms, in Å:
P (-1.842, 0.265, -2.604)
P (-2.303, -0.788, 2.058)
C (-3.336, 0.128, -0.407)
C (-3.335, 0.415, 1.041)
H (-4.010, -0.667, -0.731)
H (-3.464, 1.070, -0.961)
H (-3.029, 1.470, 1.152)
H (-4.315, 0.175, 1.432)
C (-3.035, -2.360, 2.716)
H (-2.350, -2.820, 3.474)
H (-3.076, -3.094, 1.878)
H (-4.015, -2.061, 3.133)
C (-2.464, 0.239, 3.562)
H (-3.399, -0.087, 4.078)
H (-2.530, 1.300, 3.257)
H (-1.569, 0.089, 4.196)
C (-2.289, -0.899, -3.900)
H (-1.596, -1.004, -4.724)
H (-3.268, -0.588, -4.292)
H (-2.481, -1.888, -3.469)
C (-2.419, 1.940, -3.013)
H (-2.644, 2.556, -2.132)
H (-3.370, 1.866, -3.558)
H (-1.778, 2.540, -3.664)
Pt (-1.617, -0.994, -0.113)
C (-6.030, -1.174, 0.605)
C (-5.277, -2.262, 0.333)
C (-5.699, -3.319, -0.622)
C (-5.920, -2.814, -2.060)
C (-5.099, -1.611, -2.401)
C (-5.390, -0.313, -2.209)
C (-6.598, 0.233, -1.506)
C (-7.099, -0.518, -0.251)
C (-0.303, -0.043, -1.750)
H (-6.037, -0.700, 1.602)
H (-4.518, -2.627, 1.026)
H (-6.658, -3.776, -0.307)
H (-4.879, -4.052, -0.535)
H (-5.562, -3.604, -2.741)
H (-6.989, -2.687, -2.244)
H (-4.203, -1.844, -2.960)
H (-4.826, 0.485, -2.737)
H (-7.455, 0.255, -2.192)
H (-6.317, 1.281, -1.304)
H (-7.498, 0.256, 0.435)
H (-7.926, -1.213, -0.503)
H (-0.010, 0.615, -0.904)
H (0.073, 0.529, -2.637)
H (0.183, -1.039, -1.728)
F (0.194, -2.204, 1.942)
C (0.253, -1.063, 1.134)
F (0.454, 0.010, 2.007)
F (1.428, -1.109, 0.442)

As for the spin multiplicity: 3. Its HOMO-LUMO gap (spin up / spin down) is 5.7 / 6.3 eV. As for the charge: 0. Its LUMO energy (spin up / spin down) is 0.4 / -0.2 eV. The calculation puts the energy above the lowest of the compared OMol25 structures with the same formula, charge and spin at 132.9 kcal per mole. The expectation value of S² is 2.02.

(6)
Molecular formula: C4H9NO
Method: DFT, ωB97M-V/def2-TZVPD

Positions of all 15 atoms, in Å:
C (0.448, -0.020, 1.642)
C (1.143, 0.518, 0.385)
C (0.174, 0.983, -0.702)
N (-0.596, -0.125, -1.238)
C (-0.200, -1.174, -1.693)
O (0.040, -2.233, -2.141)
H (1.198, -0.303, 2.386)
H (-0.199, 0.739, 2.101)
H (-0.164, -0.908, 1.438)
H (1.799, -0.255, -0.045)
H (1.784, 1.374, 0.635)
H (0.726, 1.423, -1.539)
H (-0.511, 1.745, -0.306)
H (-2.590, -0.598, -0.509)
H (-3.053, -1.166, -0.414)

Its HOMO-LUMO gap is 11.2 eV. As for the charge: 0. Its LUMO energy is 0.9 eV. Its SMILES is CCCN=C=O.[H][H]. The calculation puts the energy above the lowest of the compared OMol25 structures with the same formula, charge and spin at 39.4 kcal per mole.

(7)
Molecular formula: C58H102O11
Method: DFT, ωB97M-V/def2-TZVPD

Positions of all 171 atoms, in Å:
C (4.170, -27.528, -10.373)
C (3.594, -26.497, -9.662)
C (2.182, -26.511, -9.625)
C (1.427, -27.585, -10.162)
C (2.066, -28.624, -10.884)
C (3.409, -28.574, -10.917)
H (5.236, -27.544, -10.545)
H (4.156, -25.780, -9.083)
H (1.711, -25.639, -9.195)
H (0.360, -27.538, -10.002)
H (1.493, -29.404, -11.363)
H (3.958, -29.370, -11.397)
C (1.130, -19.423, -8.844)
C (2.036, -20.313, -9.539)
C (2.921, -21.172, -8.825)
C (2.906, -21.101, -7.461)
C (1.954, -20.374, -6.798)
C (1.096, -19.542, -7.490)
H (0.480, -18.787, -9.426)
H (2.119, -20.289, -10.615)
H (3.644, -21.815, -9.304)
H (3.612, -21.691, -6.894)
H (1.917, -20.371, -5.719)
H (0.386, -18.939, -6.944)
C (-1.517, -21.288, -15.764)
C (-1.206, -21.154, -14.407)
C (-1.821, -20.274, -13.581)
C (-2.478, -19.238, -14.219)
C (-2.650, -19.193, -15.596)
C (-2.173, -20.252, -16.386)
H (-1.175, -22.163, -16.297)
H (-0.620, -21.962, -13.996)
H (-1.610, -20.259, -12.522)
H (-2.895, -18.391, -13.695)
H (-3.006, -18.367, -16.194)
H (-2.324, -20.300, -17.454)
C (-0.574, -23.804, -11.962)
C (-1.891, -23.392, -12.067)
C (-2.425, -22.601, -11.042)
C (-1.704, -22.228, -10.016)
C (-0.338, -22.498, -9.994)
C (0.267, -23.182, -11.018)
H (-0.122, -24.460, -12.691)
H (-2.477, -23.705, -12.919)
H (-3.472, -22.350, -11.125)
H (-2.094, -21.486, -9.334)
H (0.142, -22.085, -9.118)
H (1.345, -23.218, -10.960)
C (3.075, -23.028, -13.200)
C (2.984, -24.268, -13.773)
C (2.410, -24.436, -15.053)
C (1.781, -23.366, -15.644)
C (1.980, -22.094, -15.116)
C (2.570, -21.930, -13.851)
H (3.479, -22.867, -12.211)
H (3.338, -25.151, -13.262)
H (2.290, -25.395, -15.535)
H (1.364, -23.544, -16.624)
H (1.561, -21.223, -15.599)
H (2.582, -20.932, -13.438)
C (-1.549, -16.059, -10.372)
C (-1.576, -15.146, -9.349)
C (-1.796, -15.453, -8.053)
C (-2.144, -16.793, -7.734)
C (-2.068, -17.753, -8.773)
C (-1.712, -17.355, -10.113)
H (-1.238, -15.791, -11.371)
H (-1.220, -14.168, -9.635)
H (-1.818, -14.724, -7.256)
H (-2.335, -17.074, -6.709)
H (-2.118, -18.783, -8.453)
H (-1.520, -18.094, -10.878)
C (-4.169, -26.587, -14.550)
C (-5.177, -26.019, -13.545)
O (-5.346, -26.949, -12.582)
H (-4.580, -27.479, -15.023)
H (-3.256, -26.834, -14.008)
H (-3.858, -25.824, -15.264)
H (-6.043, -25.854, -14.186)
H (-4.867, -25.068, -13.112)
H (-5.474, -26.487, -11.751)
C (-8.842, -20.352, -9.224)
C (-7.680, -19.668, -9.878)
O (-7.369, -18.442, -9.264)
H (-8.669, -20.727, -8.216)
H (-9.196, -21.218, -9.783)
H (-9.712, -19.695, -9.200)
H (-7.953, -19.596, -10.931)
H (-6.823, -20.333, -9.768)
H (-7.161, -17.756, -9.902)
C (-3.938, -20.939, -6.780)
C (-4.836, -19.742, -7.091)
O (-4.656, -18.825, -6.003)
H (-4.336, -21.779, -7.350)
H (-4.082, -21.266, -5.750)
H (-2.867, -20.886, -6.972)
H (-5.827, -20.145, -7.297)
H (-4.563, -19.275, -8.038)
H (-5.527, -18.428, -5.923)
C (-5.419, -17.947, -12.165)
C (-6.497, -17.850, -13.188)
O (-7.366, -18.936, -13.209)
H (-4.682, -18.723, -12.374)
H (-5.712, -18.193, -11.144)
H (-4.710, -17.123, -12.092)
H (-6.035, -17.674, -14.159)
H (-7.048, -16.923, -13.030)
H (-8.144, -18.581, -13.644)
C (-7.357, -23.791, -9.477)
C (-6.962, -24.762, -10.530)
O (-5.849, -25.572, -10.138)
H (-7.481, -24.338, -8.542)
H (-8.291, -23.320, -9.786)
H (-6.579, -23.041, -9.343)
H (-6.811, -24.193, -11.447)
H (-7.852, -25.352, -10.750)
H (-5.328, -25.210, -9.418)
C (-0.456, -24.901, -6.813)
C (-1.945, -24.757, -7.199)
O (-2.655, -23.849, -6.363)
H (-0.380, -25.082, -5.741)
H (0.073, -23.981, -7.060)
H (0.027, -25.756, -7.288)
H (-2.414, -25.740, -7.229)
H (-1.992, -24.299, -8.187)
H (-2.805, -24.148, -5.463)
C (1.876, -23.346, -4.149)
C (0.737, -23.799, -3.137)
O (1.102, -24.848, -2.237)
H (1.811, -24.053, -4.976)
H (2.895, -23.210, -3.787)
H (1.632, -22.346, -4.506)
H (-0.187, -24.139, -3.604)
H (0.557, -22.935, -2.498)
H (0.565, -24.798, -1.443)
C (-4.313, -23.536, -17.458)
C (-3.158, -24.200, -18.159)
O (-3.333, -24.018, -19.576)
H (-3.842, -22.795, -16.812)
H (-4.768, -24.305, -16.834)
H (-5.097, -23.103, -18.079)
H (-3.442, -25.241, -18.007)
H (-2.168, -23.893, -17.823)
H (-3.342, -23.076, -19.761)
C (-5.419, -21.730, -14.633)
C (-5.239, -22.021, -13.076)
O (-6.518, -21.805, -12.479)
H (-5.919, -22.530, -15.178)
H (-4.532, -21.396, -15.171)
H (-6.138, -20.913, -14.571)
H (-4.592, -21.335, -12.529)
H (-4.793, -23.013, -13.007)
H (-7.009, -21.038, -12.784)
C (-1.254, -20.426, -3.639)
C (-0.267, -19.274, -3.264)
O (-0.594, -19.033, -1.871)
H (-2.296, -20.147, -3.483)
H (-1.192, -21.273, -2.956)
H (-1.066, -20.698, -4.678)
H (-0.337, -18.390, -3.898)
H (0.775, -19.588, -3.304)
H (-0.535, -18.083, -1.746)
C (-0.712, -28.051, -14.084)
C (-0.027, -26.984, -14.867)
O (0.540, -27.627, -15.936)
H (-1.155, -27.820, -13.115)
H (-0.197, -28.959, -13.769)
H (-1.561, -28.419, -14.660)
H (0.684, -26.437, -14.248)
H (-0.769, -26.228, -15.125)
H (0.842, -26.971, -16.568)

Its HOMO-LUMO gap is 9.3 eV. As for the charge: 0. Its LUMO energy is 0.2 eV.

Going through the records in order, we get E_tot values of -4794.32841; -1363.41841; -1793.41577; -267.25519; -1729.46667; -287.76967; -3098.54273 hartree.